1.
Formula: C26H77CuF4N7O18S4
Source: the Open Molecules 2025 dataset
Level of theory: ωB97M-V/def2-TZVPD

Output
- Kohn-Sham gap (spin up / spin down) (eV) = 7.51 / 2.49
- expectation value of S² = 2.01
- molecular weight (g/mol) = 1043.7
- LUMO (spin up / spin down) (eV) = -3.59 / -8.61
- charge = +1
- multiplicity = 3

Cartesian coordinates (Å):
Cu1 17.170457 4.616147 -12.958620
N1 17.829168 2.960019 -13.999741
S1 17.559891 1.444959 -14.120811
O1 18.455710 0.540460 -13.432925
O2 16.770152 0.997439 -15.266746
F1 16.411095 1.506381 -12.983834
S2 19.001940 2.847909 -15.187491
O3 18.532864 2.660432 -16.547909
O4 20.341158 2.275762 -14.822338
F2 19.299304 4.422332 -15.236552
N2 18.379675 5.792340 -11.792196
S3 20.081881 5.923633 -11.567774
O5 20.611420 5.160275 -10.400938
O6 20.724018 7.140328 -12.100553
F3 20.361242 4.850980 -12.756605
S4 18.118150 6.565918 -10.530079
O7 18.749215 7.864272 -10.335972
O8 17.906343 5.753978 -9.311418
F4 16.616192 7.069599 -10.949016
C1 25.791522 3.383087 -10.427994
C2 24.325330 3.099224 -10.735888
C3 23.703327 3.795918 -11.980611
O9 24.221576 1.711960 -11.018870
H1 25.926283 2.834689 -9.495684
H2 25.806409 4.459392 -10.256424
H3 26.570999 2.970356 -11.068449
H4 23.652357 3.287651 -9.899403
H5 24.138997 3.426724 -12.909047
H6 23.775911 4.883470 -11.989251
H7 22.625626 3.651353 -12.056620
H8 24.526480 1.194577 -10.269903
C4 23.345480 6.777209 -9.151281
C5 22.351107 7.134807 -8.075501
C6 21.963031 5.976832 -7.106777
O10 22.842494 8.264724 -7.322810
H9 24.346861 6.620128 -8.750454
H10 23.393323 7.613301 -9.848959
H11 23.180284 5.935268 -9.823553
H12 21.421104 7.407217 -8.574487
H13 22.830078 5.574382 -6.582974
H14 21.471383 5.143080 -7.608008
H15 21.326661 6.445345 -6.356030
H16 23.701813 8.075419 -6.938956
O11 18.619312 8.239274 -13.890496
H17 18.999693 7.895167 -13.082330
H18 18.093163 7.517413 -14.234457
O12 13.663492 5.325359 -10.662614
H19 14.386841 5.336542 -10.035818
H20 14.088464 5.349107 -11.519968
O13 16.595021 3.535465 -10.979718
H21 15.747926 3.673144 -10.555786
H22 17.066645 2.948613 -10.388614
C7 20.078516 2.154240 -10.572557
C8 19.459413 1.706057 -9.290700
C9 19.823173 2.592947 -8.090625
O14 19.192294 1.960648 -6.885522
C10 19.552331 2.486130 -5.659468
N3 18.026393 1.577487 -9.647466
H23 19.707805 3.075292 -11.022369
H24 20.050033 1.336448 -11.292627
H25 21.152204 2.340713 -10.549672
H26 19.825979 0.712179 -9.033954
H27 19.428011 3.605892 -8.167416
H28 20.900201 2.616656 -7.924668
H29 19.083966 1.990466 -4.809134
H30 19.300677 3.544537 -5.592090
H31 20.639995 2.504164 -5.590547
H32 18.072756 0.737814 -10.206837
H33 17.717214 1.204780 -8.761123
C11 16.977029 10.517183 -11.222798
C12 16.422384 11.116554 -12.516229
C13 17.195674 12.401211 -12.890930
O15 17.098367 13.442747 -11.959508
C14 17.612337 14.694660 -12.378816
N4 16.663139 10.145351 -13.521597
H34 18.017973 10.194244 -11.238815
H35 16.407019 9.624854 -10.964079
H36 16.790047 11.198633 -10.392872
H37 15.356739 11.325590 -12.422323
H38 16.862543 12.764929 -13.862960
H39 18.262819 12.184289 -12.938354
H40 17.415059 15.481934 -11.651222
H41 17.138872 15.022836 -13.304150
H42 18.644708 14.575543 -12.707635
H43 17.567222 9.738906 -13.327823
H44 16.842159 10.718004 -14.334073
C15 23.320648 6.291914 -14.690668
C16 23.622212 7.769119 -14.357556
C17 24.624562 8.403166 -15.299884
O16 25.963371 8.155712 -14.967053
C18 26.981936 8.867987 -15.673943
N5 22.344861 8.476027 -14.377485
H45 22.668554 6.216753 -15.560849
H46 22.850705 5.851240 -13.811431
H47 24.232386 5.709390 -14.822968
H48 24.049038 7.857502 -13.358501
H49 24.368439 9.462132 -15.266834
H50 24.409989 8.031273 -16.301760
H51 26.765969 9.916104 -15.466802
H52 27.092177 8.594554 -16.723318
H53 27.917993 8.600883 -15.183485
H54 21.797445 8.336297 -15.214677
H55 21.891453 8.093995 -13.559817
C19 20.377396 15.418597 -10.453532
C20 20.999309 14.207671 -9.783568
C21 20.321893 12.851781 -10.139438
O17 21.209365 11.824083 -9.667917
C22 20.705797 10.509784 -9.817483
N6 22.405681 14.226985 -10.095223
H56 20.646360 15.479813 -11.508048
H57 20.725559 16.385885 -10.091280
H58 19.288187 15.384163 -10.430263
H59 20.981289 14.375279 -8.706689
H60 20.334163 12.796583 -11.227967
H61 19.284543 12.726313 -9.829152
H62 19.741117 10.354095 -9.334512
H63 21.429196 9.742662 -9.541237
H64 20.558700 10.337541 -10.883687
H65 22.400144 13.867097 -11.038907
H66 22.633845 13.368844 -9.613938
C23 16.092265 3.304290 -7.058522
C24 14.897593 4.097470 -7.641795
C25 14.072221 4.702984 -6.455875
O18 14.970735 5.423376 -5.554895
C26 14.290499 6.203205 -4.632404
N7 15.342451 5.160384 -8.469304
H67 16.760710 4.019824 -6.579666
H68 16.708680 2.726753 -7.747414
H69 15.725980 2.593584 -6.317695
H70 14.211630 3.455985 -8.195020
H71 13.589459 3.937346 -5.848536
H72 13.284929 5.333421 -6.869177
H73 14.021052 5.486473 -3.856647
H74 13.384461 6.663900 -5.026057
H75 14.936198 6.951551 -4.172903
H76 15.312007 6.001606 -7.911175
H77 16.335454 4.990935 -8.542458

Atoms 1-3, force components in eV/Å:
0.5 -1.0 0.3
2.9 1.2 -2.3
-6.6 -6.9 3.3

Atom charges from the Löwdin analysis, given in e for atoms 1 to 5:
1. Cu 0.450
2. N -0.308
3. S 0.463
4. O -0.257
5. O -0.243



2.
Formula: C26H77N3O14
Source: the Open Molecules 2025 dataset
Level of theory: ωB97M-V/def2-TZVPD

Output
- Kohn-Sham gap (eV) = 8.68
- molecular weight (g/mol) = 655.9
- SMILES string = COCCNCCOC.COCCNCCOC.COCCNCCOC.CO.CO.CO.CO.CO.CO.CO.CO
- LUMO (eV) = 0.12
- charge = 0
- ΔE to the lowest compared entry with this formula, charge and spin (kcal/mol) = 410.1

Cartesian coordinates (Å):
C1 5.188253 -4.137433 -10.791196
O1 4.667013 -4.980630 -9.733114
C2 3.383537 -4.690718 -9.266385
C3 3.217877 -3.306590 -8.677836
N1 1.859828 -3.039477 -8.149372
C4 1.583470 -1.789597 -7.588194
C5 2.382838 -1.466651 -6.217632
O2 1.925011 -0.150707 -5.772926
C6 2.467000 0.334515 -4.510177
H1 6.022006 -4.751076 -11.070307
H2 5.858024 -3.106121 -10.487761
H3 4.564682 -4.343458 -11.546008
H4 2.993432 -5.406601 -8.631150
H5 2.662734 -4.693789 -10.231319
H6 3.451634 -2.645752 -9.530715
H7 3.926845 -3.268277 -7.892267
H8 1.812658 -3.888592 -7.510218
H9 0.753162 -1.539183 -7.263567
H10 1.803905 -1.028942 -8.497764
H11 3.481930 -1.606830 -6.322852
H12 1.949003 -2.067398 -5.601903
H13 2.223060 1.390705 -4.162885
H14 3.504116 0.397579 -4.633866
H15 2.313516 -0.386609 -3.714838
C7 -8.063628 -0.035168 8.890086
O3 -7.080920 -0.809179 8.338712
C8 -6.464117 -0.038801 7.258020
C9 -5.578575 -1.037364 6.398242
N2 -5.116152 -0.262095 5.341961
C10 -4.246378 -1.140462 4.375214
C11 -3.562613 -0.400595 3.298410
O4 -2.650017 -1.098678 2.638094
C12 -2.138232 -0.522472 1.428234
H16 -7.764166 0.790908 9.139745
H17 -8.109408 -0.095238 9.940913
H18 -9.162233 0.129905 8.448353
H19 -6.005777 0.673493 7.765069
H20 -7.366901 0.542341 6.836575
H21 -6.113270 -1.907441 6.207073
H22 -4.727930 -1.368407 7.187837
H23 -4.519721 0.473639 5.491743
H24 -4.797589 -2.107810 3.990359
H25 -3.428703 -1.502794 4.993497
H26 -3.069480 0.634530 3.560549
H27 -4.554413 -0.189607 2.713378
H28 -1.511801 -1.109478 0.744599
H29 -1.549754 0.231354 1.561451
H30 -3.104951 -0.224421 0.770621
C13 2.806093 0.651966 11.261123
O5 2.119800 1.148616 10.133594
C14 2.273804 0.372937 8.989060
C15 1.942664 1.282990 7.799870
N3 1.936577 0.507103 6.501434
C16 1.348465 1.252979 5.374576
C17 1.537538 0.473105 4.132197
O6 0.784728 1.191469 3.128622
C18 1.083834 0.849105 1.837548
H31 2.548110 1.331817 12.139639
H32 3.927856 0.551420 11.183476
H33 2.565725 -0.297033 11.790804
H34 1.397752 -0.359269 9.143036
H35 3.281690 -0.162478 9.091306
H36 2.653874 2.093151 7.937797
H37 0.801259 1.674083 7.957557
H38 1.446719 -0.430270 6.719362
H39 1.951715 2.389083 5.249346
H40 0.449975 1.460097 5.653565
H41 1.462482 -0.562166 4.114972
H42 2.582436 0.520849 3.911917
H43 0.634148 -0.022685 1.330291
H44 1.972050 0.718423 1.591255
H45 0.823093 1.692469 1.193261
C19 2.698813 -1.347316 0.394710
O7 1.314398 -1.494461 0.753957
H46 3.115031 -0.639983 1.053598
H47 2.806097 -0.848431 -0.628050
H48 3.337624 -2.341214 0.672295
H49 0.765228 -1.809144 0.120746
C20 -1.948762 -2.070508 -4.756981
O8 -1.894500 -1.466468 -3.501783
H50 -2.987528 -2.197098 -5.136401
H51 -1.314197 -2.845818 -4.425217
H52 -1.466233 -1.390956 -5.528671
H53 -2.776944 -1.128643 -3.210832
C21 1.113729 4.894053 -3.142774
O9 0.801039 3.733594 -3.768911
H54 1.426397 4.937159 -1.921791
H55 0.161161 5.518492 -2.974656
H56 1.877621 5.650352 -3.418509
H57 -0.088287 3.289295 -3.624687
C22 0.981043 -3.829511 -3.023004
O10 2.066435 -2.853588 -3.136332
H58 0.116141 -3.305556 -3.024473
H59 1.017662 -4.449978 -2.267202
H60 0.848149 -4.400152 -4.064584
H61 1.691215 -2.153833 -2.549596
C23 -2.285839 3.361799 -0.079491
O11 -2.543083 4.366291 -1.025291
H62 -2.176627 3.879299 1.038326
H63 -1.225082 3.064160 -0.411141
H64 -2.993298 2.602565 -0.155269
H65 -3.127102 5.055124 -0.609507
C24 0.310517 0.569814 -1.700512
O12 0.320908 -0.845247 -1.773144
H66 -0.399932 0.815125 -0.993800
H67 0.153826 0.909603 -2.757910
H68 1.328923 0.911527 -1.352483
H69 -0.346996 -0.957133 -2.501227
C25 -2.967082 2.451746 -3.843033
O13 -1.945026 3.407792 -3.605802
H70 -2.617254 1.448898 -3.705405
H71 -3.432207 2.568062 -5.062210
H72 -3.833363 2.700392 -3.146960
H73 -2.334398 3.683479 -2.757421
C26 3.089860 4.454493 -0.614739
O14 2.674955 3.149835 -0.119010
H74 4.245715 4.558656 -0.511560
H75 2.834047 5.225559 0.102658
H76 2.506333 4.545928 -1.462080
H77 3.459676 2.839653 0.476068

Atoms 1-3, force components in eV/Å:
4.4 0.2 4.3
0.7 0.7 1.1
-2.2 2.0 -4.4

Atom charges from the Löwdin analysis, given in e for atoms 1 to 5:
1. C -0.089
2. O -0.196
3. C -0.257
4. C -0.225
5. N -0.078



3.
Formula: C26H78O26
Source: the Open Molecules 2025 dataset
Level of theory: ωB97M-V/def2-TZVPD

Output
- Kohn-Sham gap (spin up / spin down) (eV) = 9.07 / 2.42
- expectation value of S² = 0.76
- molecular weight (g/mol) = 806.9
- LUMO (spin up / spin down) (eV) = -2.54 / -9.19
- charge = +1
- ΔE to the lowest compared entry with this formula, charge and spin (kcal/mol) = 56.7
- multiplicity = 2

Cartesian coordinates (Å):
C1 -0.908528 2.712220 3.174897
C2 -1.189914 3.719278 4.358330
O1 -0.084354 4.349941 4.805167
O2 -0.568826 3.327940 1.980255
H1 -1.862583 2.207194 3.023818
H2 -0.336315 1.867810 3.559152
H3 -1.779275 3.335462 5.191053
H4 -1.881135 4.496748 4.032949
H5 0.484438 4.542739 4.056218
H6 0.292201 3.747697 2.043747
C3 -1.462005 -2.757930 4.553350
C4 -0.993128 -3.671958 5.757968
O3 -0.040280 -3.130322 6.573677
O4 -0.391387 -2.637563 3.648676
H7 -1.749578 -1.808965 5.005992
H8 -2.340942 -3.203959 4.087923
H9 -0.739311 -4.649083 5.346964
H10 -1.852488 -3.925802 6.378573
H11 0.207668 -3.752770 7.261187
H12 0.339912 -2.187930 4.078379
C5 3.570754 3.310711 -2.047656
C6 2.552727 2.738804 -1.111300
O5 2.983758 1.508499 -0.466917
O6 4.602980 3.779355 -1.224516
H13 3.167571 4.009173 -2.780932
H14 3.977788 2.527116 -2.686713
H15 1.631812 2.573492 -1.670473
H16 2.230903 3.407565 -0.312993
H17 2.278012 1.258141 0.133784
H18 4.932789 3.069764 -0.668367
C7 0.206016 -0.512234 0.553482
C8 -0.467979 0.285356 -0.582208
O7 -1.321199 1.324495 0.019088
O8 1.160978 0.369889 1.181113
H19 0.778325 -1.337741 0.130278
H20 -0.475005 -0.994866 1.254460
H21 -1.060009 -0.344449 -1.246247
H22 0.216634 0.856899 -1.208905
H23 -0.846381 1.837056 0.677448
H24 1.331515 0.036805 2.065176
C9 3.634956 -1.726020 -0.791007
C10 2.477738 -1.974172 -1.822274
O9 1.582508 -2.993901 -1.419153
O10 4.445846 -0.648749 -1.187683
H25 4.219415 -2.625530 -0.597659
H26 3.213223 -1.547987 0.198210
H27 2.821044 -2.175459 -2.837033
H28 1.968762 -1.032768 -2.029169
H29 2.132272 -3.779260 -1.368441
H30 4.061579 0.222787 -1.067835
C11 -3.631533 -1.120657 0.663128
C12 -3.572405 -0.788503 2.154333
O11 -4.831284 -0.180896 2.513272
O12 -4.811427 -1.862483 0.273609
H31 -2.767483 -1.784035 0.625249
H32 -3.548369 -0.277111 -0.022146
H33 -2.915727 -0.022546 2.566862
H34 -3.476557 -1.634719 2.834664
H35 -5.027998 0.450952 1.817806
H36 -5.507013 -1.245676 0.034225
C13 4.225519 -1.233765 4.222851
C14 2.908562 -1.363731 3.500234
O13 1.985358 -0.272634 3.629708
O14 4.057521 -1.189562 5.616153
H37 4.698170 -0.333920 3.829172
H38 4.845075 -2.104109 4.006636
H39 2.435021 -2.332242 3.660997
H40 3.092109 -1.387714 2.426066
H41 1.753180 -0.232870 4.560368
H42 3.677373 -0.331135 5.816650
C15 -0.840035 -4.652678 0.950878
C16 0.444960 -5.325276 1.486760
O15 0.194037 -6.252201 2.581066
O16 -1.369132 -5.544546 -0.012898
H43 -0.497957 -3.748441 0.447441
H44 -1.519855 -4.388555 1.760926
H45 1.150932 -4.612219 1.912505
H46 0.969883 -5.835711 0.679290
H47 1.103769 -6.498650 2.763404
H48 -2.190855 -5.143088 -0.304779
C17 -1.801279 -3.344763 -2.991475
C18 -0.926509 -4.596299 -3.368265
O17 -0.724942 -4.793155 -4.756454
O18 -3.114832 -3.246624 -3.612622
H49 -1.417800 -2.347158 -3.205560
H50 -1.758083 -3.322908 -1.902553
H51 -1.390594 -5.480590 -2.931494
H52 0.106303 -4.440590 -3.056571
H53 -1.110114 -5.641161 -4.989083
H54 -3.767598 -3.395547 -2.924637
C19 -2.979040 4.322317 -1.723133
C20 -4.353150 4.890046 -2.180066
O19 -5.139565 4.143835 -3.067872
O20 -3.154729 3.477927 -0.626990
H55 -2.294248 5.144375 -1.514883
H56 -2.479829 3.788528 -2.531808
H57 -4.296970 5.926025 -2.514265
H58 -4.931787 4.956066 -1.258703
H59 -5.023150 4.374657 -3.992401
H60 -2.583921 2.735973 -0.839794
C21 6.269449 2.777168 1.479139
C22 5.466156 1.693318 2.247289
O21 4.123453 1.620892 1.925918
O22 6.277447 2.374350 0.150866
H61 7.308503 2.684893 1.795293
H62 5.880892 3.786789 1.612453
H63 5.483139 1.746318 3.335864
H64 5.832016 0.678388 2.091816
H65 3.917784 1.513138 0.994424
H66 6.921271 2.888762 -0.341559
C23 0.275883 2.770023 -6.225688
C24 0.984394 2.838798 -4.858031
O23 0.295103 2.018053 -3.944269
O24 -1.155442 3.051290 -6.235893
H67 0.249454 1.754187 -6.619976
H68 0.610610 3.400412 -7.049503
H69 0.955300 3.870836 -4.508532
H70 2.006210 2.462667 -4.908264
H71 0.458961 1.088703 -4.120513
H72 -1.467646 2.583957 -5.457606
C25 -3.691467 1.036947 -3.513815
C26 -5.068047 0.492515 -3.827177
O25 -5.039300 -0.158852 -5.079390
O26 -3.214964 1.713504 -4.679359
H73 -2.954261 0.272397 -3.268705
H74 -3.664807 1.692679 -2.643526
H75 -5.764353 1.322173 -3.949327
H76 -5.406237 -0.186767 -3.044671
H77 -5.143874 -1.107969 -4.980181
H78 -3.791130 1.414677 -5.386708

Atoms 1-3, force components in eV/Å:
-2.4 -0.2 2.9
-2.0 -0.5 -1.9
2.5 0.6 1.1

Atom charges from the Löwdin analysis, given in e for atoms 1 to 5:
1. C -0.234
2. C -0.275
3. O -0.026
4. O -0.050
5. H 0.108



Result set for max |F|: 10.08 11.10 3.82 eV Å⁻¹, one per record in the order listed.